1.
Here is C5H13NOS in the gas phase in a non-equilibrium geometry from OMol25. Energies are from wB97M-V/def2-TZVPD.

Geometry (Å):
C 0.9573 -0.8385 -0.8057
C 1.4366 1.6021 -0.3825
C 1.6326 -0.2339 1.3547
C -2.6777 -0.6541 -0.7294
C 0.9787 0.3230 0.1922
N -1.9134 -0.7548 0.4991
O -1.4689 1.7644 0.0180
S -0.9998 0.7339 0.9558
H 0.4298 -1.5358 -0.2923
H 0.3175 -0.6698 -1.7110
H 1.9528 -1.2812 -1.0012
H 0.9142 1.7785 -1.3151
H 2.5597 1.7288 -0.5796
H 1.0623 2.2988 0.4436
H 1.8396 0.2679 2.4142
H 1.2293 -1.2349 1.7164
H 2.6919 -0.2598 1.0503
H -2.4876 0.2617 -1.1905
H -2.3839 -1.5641 -1.3371
H -3.7294 -0.6674 -0.6050
H -2.3416 -1.0647 1.3050

Forces on the atoms, in the same order (eV/Å):
C -0.2 1.7 -1.4
C 0.3 1.7 1.6
C 2.6 -0.5 4.6
C 0.9 -2.9 0.1
C -2.3 -1.1 -0.9
N 2.6 2.4 -0.8
O -0.3 0.7 0.1
S 0.9 -2.0 -2.0
H -1.5 -2.7 1.3
H 1.1 0.2 0.4
H -0.4 0.6 -0.2
H -0.2 0.3 0.0
H -1.5 -0.5 0.6
H 1.0 0.2 -1.6
H -1.3 0.1 -2.3
H 0.6 1.0 -1.0
H 0.0 -1.0 0.1
H 0.7 1.4 -1.1
H -0.4 1.3 0.1
H -1.1 -0.2 0.5
H -1.4 -0.8 1.8

For the relative energy (zero: lowest compared OMol25 entry of this formula, charge and spin), the calculation gives 311.93 kJ/mol. The molar mass comes out at 135.23 g/mol. The lowest unoccupied orbital energy comes out at 0.71 eV. The total charge is 0. The value obtained for the largest force on an atom is 5.28 eV/Å. The spin multiplicity is 1. The HOMO energy is -0.305 hartree. The value obtained for the gap between HOMO and LUMO is 9.0 eV.

=====

2.
Here is 9 unconnected molecules or ions with the total composition C39H70BBr19F3N3O8PS2 in a non-equilibrium geometry from OMol25. Energies are from wB97M-V/def2-TZVPD.

Geometry (Å):
C 0.1758 -2.2591 -3.5076
C -0.3042 -1.7303 -2.2595
C 0.1843 -2.0779 -0.7347
C -0.6879 -0.9038 -0.0668
N -0.7302 -0.6629 1.3631
C 1.7050 -1.5163 -0.8617
B 2.2787 -0.1683 -0.1759
C 2.2952 0.3535 1.3536
O 2.8575 0.8279 -1.0948
C 2.5710 -2.9290 -0.6982
C 3.1475 -3.5026 -2.0913
O 4.1083 -2.5458 -2.6967
C 4.3810 -2.9425 -4.0205
F 4.3911 -4.3478 -4.2242
F 3.4360 -2.4237 -4.9616
F 5.6571 -2.4842 -4.4634
S 4.1101 -2.1154 -0.0845
C 5.4951 -3.2410 0.3398
C 6.7668 -2.2943 0.7033
O 7.9361 -2.5665 0.3944
O 6.4203 -1.1156 1.4577
C 5.9294 -1.4644 2.7728
C 5.4533 -0.1974 3.6430
C 6.7163 0.7734 3.9589
O 4.8974 -0.5868 4.9453
C 3.9297 0.3729 5.3834
O 4.2299 1.2980 6.1869
C 2.3744 0.3146 4.9316
S 1.2033 0.6516 6.3449
C 1.5139 -3.8171 0.1875
C 1.9520 -3.3948 1.6777
C 1.4421 -4.0939 3.0004
O 1.5940 -5.2433 3.4314
Br 0.5013 -2.8858 4.3354
P 2.0713 -5.6863 0.3149
O 3.7139 -5.7305 0.8889
Br 2.2832 -6.7841 -1.6463
N 0.0483 -3.5393 -0.2442
C -0.2681 -4.5552 -1.3020
N -1.5084 -4.4623 -2.0943
C -0.9710 -3.8204 0.8256
Br -2.8979 -3.4055 0.5121
C -1.1266 -5.3033 1.3864
C -2.1519 -5.3009 2.6562
H 1.2344 -1.9940 -3.8379
H -0.5224 -2.8818 -4.1810
H -1.1915 -1.0093 -2.4666
H -0.4975 0.1073 -0.6129
H -1.7811 -1.0682 -0.4272
H -0.0597 -1.1406 1.9683
H -1.6639 -0.8841 1.7636
H 2.0120 -1.3126 -1.9661
H 1.3126 0.8607 1.6995
H 2.6691 -0.4233 2.1292
H 3.0727 1.2090 1.4738
H 3.8325 0.8156 -0.9816
H 3.8332 -4.3909 -1.8114
H 2.3903 -3.7298 -2.8998
H 5.2428 -3.7404 1.3543
H 5.7982 -4.0191 -0.4329
H 5.0273 -2.1842 2.7689
H 6.7852 -1.9572 3.3770
H 4.6736 0.4513 3.1193
H 6.7955 1.6104 3.1776
H 6.6277 1.2567 4.9992
H 7.6634 0.1148 3.9732
H 2.2066 1.1086 4.1196
H 2.1739 -0.7504 4.5804
H -0.0847 0.6361 5.7759
H 1.7233 -2.2856 1.7806
H 3.0884 -3.4976 1.8752
H 4.3114 -5.7768 0.1078
H -0.2690 -5.6554 -1.0215
H 0.5901 -4.4800 -2.0759
H -2.2394 -5.1227 -1.7929
H -1.3540 -4.5237 -3.1082
H -0.7599 -3.1731 1.7614
H -1.6491 -5.9550 0.5913
H -0.2226 -5.8697 1.7406
H -2.1476 -4.2969 3.2117
H -3.1917 -5.6773 2.3887
H -1.7322 -6.0604 3.4210
Br -1.6332 1.4355 -3.6163
C -2.0243 1.3423 -5.5229
C -3.2618 0.5221 -5.7887
Br -2.8934 -1.3871 -5.6331
H -1.1321 0.9495 -6.0111
H -2.1767 2.3779 -5.8328
H -3.6019 0.6625 -6.8154
H -4.0817 0.7436 -5.1058
Br -3.6644 1.7752 -11.0008
C -5.0117 0.7735 -10.0099
C -6.0141 1.6965 -9.3623
Br -5.2729 2.5389 -7.7665
H -4.4793 0.1443 -9.2958
H -5.4982 0.1400 -10.7534
H -6.8812 1.1360 -9.0102
H -6.3488 2.4992 -10.0187
Br -1.1552 4.3866 7.5270
C -1.6398 3.8048 9.3228
C -0.5376 2.9873 9.9492
Br -0.5016 1.1773 9.2259
H -2.5831 3.2653 9.2388
H -1.8020 4.7257 9.8854
H -0.7123 2.8621 11.0189
H 0.4547 3.4108 9.7949
Br 0.2714 8.6726 8.0856
C -0.3560 7.9055 6.4072
C -0.6948 8.9822 5.4065
Br -2.4071 9.8187 5.8199
H -1.1996 7.2590 6.6483
H 0.4734 7.2938 6.0475
H -0.8210 8.5554 4.4103
H 0.0467 9.7799 5.3636
Br 0.4003 12.1733 3.5223
C 1.1627 12.8470 5.1845
C 2.6666 12.7303 5.1836
Br 3.2324 10.8932 5.5099
H 0.6880 12.2980 5.9984
H 0.8584 13.8938 5.2325
H 3.0976 13.3098 6.0015
H 3.1225 13.0415 4.2439
Br -3.3455 -2.0010 4.4176
C -3.7340 -2.4597 6.2756
C -2.6350 -3.2956 6.8844
Br -2.7305 -5.1445 6.2780
H -4.7055 -2.9538 6.2830
H -3.8146 -1.5009 6.7905
H -2.7485 -3.3476 7.9682
H -1.6350 -2.9338 6.6453
Br -9.8044 0.8135 -8.3524
C -10.8277 0.9875 -10.0024
C -10.1876 0.2134 -11.1279
Br -8.6313 1.1510 -11.8353
H -10.9189 2.0537 -10.2095
H -11.8133 0.5814 -9.7691
H -10.8730 0.1246 -11.9721
H -9.8524 -0.7804 -10.8319
Br -1.5024 -1.9185 -9.3324
C -0.8116 -0.0983 -9.2483
C 0.6782 -0.0889 -9.0097
Br 1.0995 -0.4791 -7.1452
H -1.3762 0.4213 -8.4736
H -1.0482 0.3401 -10.2190
H 1.0904 0.9049 -9.1915
H 1.2164 -0.8172 -9.6159

Forces on the atoms, in the same order (eV/Å):
C 0.4 0.6 1.9
C -1.1 -1.8 -2.3
C 0.0 6.4 -3.3
C -2.3 0.1 -0.5
N -0.9 -0.7 0.9
C 0.9 -3.0 -2.0
B 1.0 2.6 0.2
C 0.7 0.6 1.3
O -0.3 -2.7 1.1
C -0.2 2.0 -1.2
C 0.2 -1.1 0.5
O -0.3 -1.4 -2.6
C 0.9 0.1 -2.0
F -0.1 3.0 0.7
F 2.0 -1.2 2.4
F -3.5 -1.0 1.7
S 0.1 -0.2 1.4
C 1.0 -0.3 1.5
C 2.3 -0.6 -0.5
O -4.7 1.2 1.1
O 0.0 -1.9 -0.3
C -0.7 -0.5 2.4
C 1.4 2.2 -0.4
C 0.1 -0.4 0.0
O -1.7 0.8 -0.7
C 0.0 3.4 3.1
O -0.6 -4.1 -3.3
C 0.6 -1.1 -1.2
S 0.0 0.1 -0.2
C 4.3 -0.7 0.7
C -0.3 1.0 1.3
C -0.3 -3.5 2.0
O -0.2 4.4 -2.6
Br 0.5 -0.3 -1.1
P 0.5 -1.9 1.6
O -1.9 0.8 -2.1
Br 0.3 0.6 0.1
N 0.5 -0.1 -0.1
C 0.7 -2.4 -5.1
N 0.2 0.2 0.7
C -0.9 0.0 4.2
Br 0.9 0.6 -0.7
C -1.4 -1.1 0.0
C 1.1 -0.7 0.8
H -1.0 -1.8 0.7
H 0.9 2.6 0.3
H 0.4 -2.3 1.2
H 0.6 -1.9 0.6
H 1.8 0.1 0.8
H 0.0 0.4 -0.5
H 0.9 0.2 -0.5
H -1.2 -0.1 1.6
H 1.4 -1.2 -0.6
H -1.1 1.1 -1.1
H -1.2 -1.4 -0.5
H -0.8 0.4 0.0
H -1.6 1.1 -0.6
H 0.7 0.0 1.2
H 0.5 0.4 -1.8
H -0.3 1.2 0.9
H 1.3 1.0 -0.3
H -1.4 0.7 -1.0
H 0.9 -1.2 0.3
H 0.0 -1.4 1.1
H -0.1 -0.8 -1.7
H -1.3 1.2 -0.1
H 0.4 -1.4 1.1
H 0.3 1.6 0.0
H 1.6 -0.1 -0.1
H 0.4 -1.4 0.0
H -1.8 0.1 -1.0
H -0.2 0.0 0.7
H 0.7 1.8 1.1
H -1.4 0.1 1.5
H 0.7 0.6 -0.2
H 0.0 0.1 0.9
H -0.1 -0.8 -1.9
H 1.0 1.0 1.1
H -0.5 1.1 -0.7
H -0.3 -1.5 -1.0
H 1.4 0.9 0.3
H -0.6 1.2 -1.3
Br 0.1 0.0 0.0
C -0.1 0.2 0.0
C 0.1 -0.2 -0.1
Br -0.1 0.0 0.1
H -0.2 0.0 0.1
H -0.1 -0.1 0.0
H 0.1 0.0 0.2
H 0.1 0.0 -0.1
Br 0.0 0.0 0.1
C 0.0 0.0 -0.2
C -0.1 -0.2 0.2
Br -0.1 0.2 -0.1
H -0.1 0.1 -0.1
H 0.0 0.1 0.1
H 0.1 0.0 -0.1
H 0.1 -0.1 0.1
Br -0.1 -0.1 0.0
C 0.0 0.3 0.0
C -0.1 -0.2 0.1
Br 0.0 0.0 0.1
H 0.2 0.0 0.0
H 0.1 -0.1 0.0
H 0.0 0.0 -0.1
H -0.2 0.0 -0.1
Br -0.1 -0.1 0.0
C 0.2 0.0 0.0
C -0.2 0.0 -0.1
Br 0.1 0.0 0.0
H 0.1 0.2 -0.1
H -0.1 0.1 0.0
H 0.1 0.0 0.1
H -0.1 -0.2 0.0
Br 0.0 0.0 0.1
C -0.1 0.2 -0.2
C 0.1 -0.1 0.2
Br 0.0 0.1 -0.1
H 0.1 0.0 -0.1
H 0.1 -0.1 0.0
H -0.1 0.0 -0.1
H -0.2 0.0 0.1
Br -0.1 0.0 0.0
C 0.1 0.3 0.1
C -0.1 -0.2 0.1
Br 0.1 0.1 0.0
H 0.2 0.0 0.0
H 0.1 -0.1 0.0
H 0.0 0.1 -0.1
H -0.2 0.0 0.0
Br 0.0 0.1 0.0
C -0.1 -0.1 0.2
C 0.0 0.1 -0.2
Br 0.0 -0.1 0.0
H 0.1 -0.2 0.0
H 0.1 0.0 -0.1
H 0.0 0.0 0.1
H -0.1 0.2 0.0
Br 0.0 0.1 0.0
C 0.0 -0.2 -0.3
C 0.1 0.2 0.1
Br 0.0 -0.1 0.0
H 0.1 0.0 -0.1
H 0.1 0.0 0.1
H -0.1 -0.1 0.0
H -0.2 0.1 0.1

The molar mass comes out at 2390.09 g/mol. The lowest unoccupied orbital energy comes out at -3.10 eV. The total charge is +1. The value obtained for the largest force on an atom is 7.19 eV/Å. The spin multiplicity is 1. The HOMO energy is -0.396 hartree. The value obtained for the gap between HOMO and LUMO is 7.7 eV.

=====

3.
Here is a molecular structure, C10H26F6N3O6P3S2Ti from OMol25. Energies are from wB97M-V/def2-TZVPD.

Geometry (Å):
Ti 0.2842 0.1989 -0.1798
F 4.9453 -1.1884 -2.6789
C 4.1759 -0.3153 -2.1111
F 3.3376 0.2435 -2.9677
F 4.8410 0.5953 -1.4442
S 3.1166 -1.2249 -0.8443
O 2.1340 -0.1112 -0.3707
O 3.8722 -1.7490 0.2213
N 2.2717 -2.2143 -1.7253
S 0.7778 -2.4558 -1.4049
O -0.0099 -1.1598 -1.5956
O 0.4774 -2.9854 -0.0954
C 0.1780 -3.6089 -2.7921
F 0.4515 -3.0286 -3.9250
F 0.8096 -4.7335 -2.6299
F -1.1124 -3.7272 -2.5925
C 1.4560 3.0868 1.7453
P 0.8760 2.6744 0.0878
C 2.1987 3.0945 -1.0677
C -0.5753 3.6861 -0.3325
C -1.0734 3.2691 -1.7157
P -1.2336 1.4526 -1.8435
C -0.9420 0.9858 -3.5585
C -2.9294 0.9923 -1.4152
H 1.7576 4.1381 1.7532
H 2.3239 2.4804 2.0072
H 0.6678 2.9458 2.4840
H 2.3437 4.1781 -1.0485
H 1.9721 2.7881 -2.0891
H 3.1246 2.6155 -0.7488
H -0.2978 4.7435 -0.3104
H -1.3395 3.5418 0.4355
H -0.3840 3.5934 -2.4987
H -2.0414 3.7211 -1.9458
H -1.5843 1.6040 -4.1919
H -1.1951 -0.0613 -3.7151
H 0.0969 1.1581 -3.8419
H -3.5993 1.4141 -2.1695
H -3.2096 1.3931 -0.4408
H -3.0450 -0.0923 -1.4174
N -3.2888 -0.9484 4.1437
C -1.9714 -0.3547 3.7121
P -1.2759 -1.3665 2.3297
O -0.5497 -0.3076 1.4055
O -2.3786 -2.1601 1.7617
C 0.0075 -2.5264 2.9841
N -0.2226 -3.8941 2.4100
H -3.1882 -1.6436 4.8903
H -3.7453 -1.4168 3.3452
H -3.9246 -0.2289 4.5074
H -1.3181 -0.2523 4.5781
H -2.1736 0.6424 3.3228
H -0.0736 -2.5948 4.0701
H 1.0233 -2.2159 2.7457
H -1.2263 -4.0930 2.3089
H 0.2038 -4.6233 2.9920
H 0.1840 -3.9544 1.4668

Forces on the atoms, in the same order (eV/Å):
Ti 0.0 0.2 -0.1
F 0.0 0.0 0.0
C 0.0 0.0 0.0
F 0.0 0.0 0.0
F 0.0 0.0 0.0
S 0.0 0.0 -0.1
O 0.0 0.0 0.0
O 0.0 0.0 0.0
N 0.0 0.0 0.0
S -0.1 -0.1 -0.1
O 0.0 0.1 0.2
O 0.0 0.0 0.0
C 0.0 -0.1 0.0
F 0.0 0.0 0.0
F 0.0 0.0 0.0
F 0.0 0.0 0.0
C 0.0 0.0 0.0
P 0.0 0.0 0.0
C 0.0 0.0 0.0
C 0.0 0.0 0.0
C 0.0 0.0 0.0
P 0.0 0.0 0.0
C 0.0 0.0 0.0
C 0.0 0.0 0.0
H 0.0 0.0 0.0
H 0.0 0.0 0.0
H 0.0 0.0 0.0
H 0.0 0.0 0.0
H 0.0 0.0 0.0
H 0.0 0.0 0.0
H 0.0 0.0 0.0
H 0.0 0.0 0.0
H 0.0 0.0 0.0
H 0.0 0.0 0.0
H 0.0 0.0 0.0
H 0.0 0.0 0.0
H 0.0 0.0 0.0
H 0.0 0.0 0.0
H 0.0 0.0 0.0
H 0.0 0.0 0.0
N 0.0 0.0 0.0
C 0.0 0.0 0.0
P -0.1 -0.1 0.0
O 0.1 -0.1 0.0
O 0.0 0.0 0.0
C 0.0 0.0 0.0
N 0.0 0.0 0.1
H 0.0 0.0 0.0
H 0.0 0.0 0.0
H 0.0 0.0 0.0
H 0.0 0.0 0.0
H 0.0 0.0 0.0
H 0.0 0.0 0.0
H 0.0 0.0 0.0
H 0.0 0.0 0.0
H 0.0 0.0 0.0
H 0.0 0.0 0.0

For the relative energy (zero: lowest compared OMol25 entry of this formula, charge and spin), the calculation gives 7.76 kJ/mol. The molar mass comes out at 603.24 g/mol. The lowest unoccupied orbital energy comes out at -13.34 eV. The total charge is +4. The value obtained for the largest force on an atom is 0.24 eV/Å. The spin multiplicity is 1. The HOMO energy is -0.800 hartree. The value obtained for the gap between HOMO and LUMO is 8.4 eV.

=====

4.
Here is a molecular structure, C20H22MnN4O2S in a non-equilibrium geometry from OMol25. Energies are from wB97M-V/def2-TZVPD.

Geometry (Å):
Mn -0.6851 -0.7902 0.1164
O -1.5784 -0.6981 -1.4653
C -1.3930 -1.6081 -2.4821
C -1.3237 -1.1900 -3.8076
C -1.0161 -2.0832 -4.8040
C -0.9866 -3.4837 -4.5011
C -1.2255 -3.9313 -3.2377
C -1.4010 -2.9762 -2.1944
C -1.3662 -3.4897 -0.8699
N -1.1108 -2.7974 0.1593
C -1.0717 -3.4160 1.5223
C -0.0849 -2.5793 2.3042
N -0.4536 -1.1773 2.0730
C -0.4391 -0.2509 2.9589
C -0.4688 1.1585 2.7433
C -0.3581 1.9781 3.8666
C -0.6264 3.3306 3.8239
C -0.8675 3.9136 2.5698
C -0.9309 3.1450 1.4159
C -0.7713 1.7582 1.4836
O -0.8697 1.0441 0.3831
H -1.4882 -0.1459 -4.0745
H -0.8239 -1.8398 -5.8316
H -0.9220 -4.2085 -5.3116
H -1.3098 -4.9892 -3.0337
H -1.5957 -4.5356 -0.7220
H -2.1144 -3.1822 1.9199
H -0.8633 -4.4850 1.5550
H -0.2117 -2.8511 3.3507
H 0.9130 -2.7089 1.9052
H -0.3276 -0.5738 4.0194
H -0.1659 1.5516 4.8164
H -0.6209 3.9153 4.7744
H -1.0759 4.9688 2.4017
H -1.1736 3.6968 0.4694
C 2.9463 1.5160 1.1912
N 2.2961 1.7360 -0.0854
C 2.2980 3.0601 -0.6652
C 1.2819 2.8965 -1.8002
N 1.3247 1.4212 -1.9992
C 1.7503 0.8115 -0.8942
S 1.7756 -0.8561 -0.7675
H 3.9279 1.9757 1.2536
H 3.1121 0.4670 1.2891
H 2.3161 1.9465 2.0069
H 3.2773 3.3370 -1.0509
H 2.0249 3.7744 0.0615
H 1.5169 3.3736 -2.7610
H 0.2741 3.1586 -1.4752
H 0.6860 0.9128 -2.6005

Forces on the atoms, in the same order (eV/Å):
Mn -0.3 -0.8 0.3
O 0.3 -0.7 -2.0
C -0.9 0.8 1.7
C 0.3 0.9 -0.7
C -0.2 -2.2 0.7
C -0.3 0.6 -1.0
C -0.3 0.9 0.4
C 0.8 -0.9 -0.9
C -0.6 -0.2 -0.1
N 0.9 0.3 1.4
C -1.8 1.5 -0.5
C -1.2 0.2 0.4
N 0.4 0.4 -1.0
C 0.8 -0.7 1.1
C -0.7 0.4 -0.5
C -0.8 1.0 0.0
C 0.5 0.6 0.5
C -0.3 -0.2 -0.4
C -0.2 1.1 -0.3
C 0.4 -0.6 -0.2
O -0.1 0.1 0.1
H 0.2 -0.1 0.3
H -0.2 0.6 -0.2
H 0.3 0.3 0.1
H 0.1 0.0 0.1
H 0.1 -0.4 -0.1
H 1.3 -0.7 -0.1
H 0.0 0.1 -0.3
H 0.6 0.1 0.2
H 0.4 -0.1 0.2
H 0.0 0.3 -0.6
H 0.2 -0.6 0.8
H 0.1 -0.4 -1.1
H 0.1 -0.1 0.6
H 0.3 -1.1 0.8
C -0.6 0.5 0.3
N 0.3 -0.6 0.5
C -0.1 -0.5 -1.4
C -0.3 -0.8 -0.6
N -0.5 0.6 -0.2
C 1.1 1.4 -0.2
S -0.4 -1.1 0.8
H 0.1 0.3 -0.3
H -0.2 -0.8 0.4
H 0.4 -0.5 -0.5
H 0.3 -0.2 0.0
H -0.5 0.9 0.8
H 0.1 0.1 0.6
H 0.0 0.2 -0.1
H 0.1 0.3 0.1

For the relative energy (zero: lowest compared OMol25 entry of this formula, charge and spin), the calculation gives 0.00 kJ/mol. The molar mass comes out at 437.43 g/mol. The lowest unoccupied orbital energy (alpha / beta) comes out at -3.38 / -3.63 eV. The total charge is +1. The value obtained for the largest force on an atom is 2.40 eV/Å. The spin multiplicity is 5. The HOMO energy (alpha / beta) is -0.410 / -0.417 hartree. The value obtained for the gap between HOMO and LUMO (alpha / beta) is 7.8 / 7.7 eV.